[1]
A molecular structure, C2H13CdO5 in a non-equilibrium geometry, computed with ωB97M-V with the def2-TZVPD basis set.

Geometry (Å):
C -2.393 1.415 1.528
Cd 1.093 -0.558 -0.484
H -3.135 2.200 1.386
H -0.060 -0.297 -2.945
C -1.950 0.714 0.289
H 1.822 -0.097 2.155
O 2.072 -0.566 1.359
H -1.533 2.007 1.841
H 1.757 -3.199 -0.350
O 0.444 -0.877 -2.374
H 0.903 -1.465 -2.975
H 2.391 1.940 -0.897
H -2.637 0.737 2.346
H -1.831 1.508 -0.449
H 2.832 -1.088 1.617
O 1.630 1.360 -0.928
O 1.064 -2.588 -0.100
H 0.907 1.927 -1.196
O -0.823 -0.094 0.271
H 0.271 -3.124 -0.070
H -2.824 0.144 -0.024

Results
* 2S+1: 1
* calculated total energy: -17078.5614 eV
* HOMO level: -10.928 eV
* frontier orbital gap: 0.25707 hartree
* total charge: +1

natural (NBO) population analysis, charges in e, atoms 1 to 5: atom 1 (C): -0.629, atom 2 (Cd): 1.776, atom 3 (H): 0.221, atom 4 (H): 0.524, atom 5 (C): -0.025


[2]
A molecular structure, C31H30GaN8O3 in a non-equilibrium geometry, computed with ωB97M-V with the def2-TZVPD basis set.

Geometry (Å):
C -1.201 1.256 0.808
N 1.064 -1.907 -2.857
C 0.447 5.387 0.892
C 2.983 6.305 0.357
N 1.251 -1.931 0.758
C 1.350 -2.116 3.175
C 0.288 -2.289 -3.856
C 2.408 -1.916 -3.023
C -2.291 -0.060 -2.008
C 2.596 5.062 -0.054
C -0.355 0.362 3.205
H -4.314 0.185 -2.774
C 0.800 6.669 1.256
H -1.364 3.315 4.271
C 0.873 -2.632 -5.111
Ga 0.410 -0.640 -0.845
C -3.460 -2.323 -1.712
H -2.345 2.757 1.900
H 2.373 8.151 1.289
H -0.808 -3.262 -5.921
C -3.295 0.619 -2.634
H 3.638 -3.506 4.613
O -0.893 1.808 5.556
H 0.276 1.899 -2.536
N -1.377 -1.854 -0.689
H 1.027 -4.197 5.354
C 2.110 -3.266 3.064
H 0.043 0.043 4.131
C -2.606 -3.830 -0.111
H 4.053 -2.425 -4.305
C -1.684 1.904 1.931
N -0.392 0.213 0.822
N 1.326 4.630 0.192
H 2.160 -3.419 -0.319
C -1.669 2.258 -3.361
H -2.743 2.212 4.568
H 3.034 -4.578 1.586
H 3.938 6.713 0.101
C -2.996 1.802 -3.379
C -2.391 -1.434 -1.474
O 1.786 -3.647 5.464
O 0.910 3.462 -0.246
N 0.098 -2.998 -6.164
H -0.614 5.051 0.952
H 2.927 -1.435 -2.208
H -1.137 2.273 6.368
C 0.027 -0.254 2.010
C -3.552 -3.526 -1.059
H 0.088 7.343 1.706
H -3.768 2.355 -3.896
H -2.579 -4.685 0.542
H 0.623 -3.589 -6.854
C 2.096 7.136 1.039
C 2.651 -3.927 4.376
C -1.516 -2.959 0.039
C 2.413 -3.711 1.774
C -0.757 1.619 -2.581
H 1.066 -1.719 4.150
N 2.193 -2.621 -5.280
C 0.918 -1.483 1.987
C 1.930 -3.063 0.684
H -4.440 -4.097 -1.263
H -1.474 3.179 -3.866
H -4.235 -2.011 -2.424
N -1.048 0.472 -1.973
H 3.212 4.393 -0.587
C -1.664 2.247 4.425
H 2.724 -4.991 4.169
C 2.974 -2.361 -4.198
H -0.669 -3.215 0.675
C -1.224 1.466 3.186
H -0.789 -2.340 -3.651
H -1.437 1.672 -0.157

Results
* 2S+1: 2
* calculated total energy: -103058.8275 eV
* HOMO level (alpha / beta): -11.953 / -12.595 eV
* frontier orbital gap (alpha / beta): 0.22415 / 0.24588 hartree
* total charge: +2

Mulliken population analysis, charges in e, atoms 1 to 5: atom 1 (C): 0.055, atom 2 (N): -0.002, atom 3 (C): 0.017, atom 4 (C): -0.617, atom 5 (N): -0.201


[3]
A molecular structure, C13H11F2InO3 in a non-equilibrium geometry, computed with ωB97M-V with the def2-TZVPD basis set.

Geometry (Å):
C 2.314 -0.172 -0.266
F -0.986 -0.591 1.224
H -2.935 0.989 0.414
H -0.357 -2.340 -0.620
O 0.150 4.196 4.589
C -2.882 -0.864 -2.397
H -1.889 3.231 6.543
C -1.570 -0.662 0.003
C -1.142 -1.643 -0.872
H -4.199 0.673 -1.585
H 3.108 -2.050 0.498
C -1.801 -1.715 -2.107
C -0.448 3.471 5.406
H 1.826 0.612 -3.503
H -3.452 -0.962 -3.310
In 0.698 0.457 3.418
C -2.633 0.199 -0.262
H 1.488 1.549 -1.242
C 2.091 0.022 -2.636
H 3.580 -2.890 -1.768
F 2.161 0.405 0.940
C 2.629 -1.255 -2.782
C -3.317 0.065 -1.436
C 2.888 -1.440 -0.366
H -1.538 -2.549 -2.743
H 2.781 -1.616 -3.790
C 3.025 -1.970 -1.636
O -0.133 2.268 5.523
C 1.960 0.585 -1.383
O -1.418 3.995 6.147

Results
* energy relative to the best compared isomer or geometry (same formula, charge and spin): 0.840 eV
* 2S+1: 1
* calculated total energy: -30388.1132 eV
* HOMO level: -14.955 eV
* frontier orbital gap: 0.06889 hartree
* total charge: +2

natural (NBO) population analysis, charges in e, atoms 1 to 5: atom 1 (C): 0.472, atom 2 (F): -0.332, atom 3 (H): 0.257, atom 4 (H): 0.255, atom 5 (O): -0.315


[4]
A molecular structure, C36H40ClIN9O4Rb in a non-equilibrium geometry, computed with ωB97M-V with the def2-TZVPD basis set.

Geometry (Å):
N -3.604 0.274 -0.589
H 5.327 -0.849 -6.696
H 1.816 -4.302 -3.749
C -0.016 2.140 3.829
N 4.341 0.918 -3.067
C 4.939 -3.446 -5.954
I -2.833 5.348 0.327
C 2.294 0.247 1.540
H 5.379 -3.835 -6.878
H -1.418 3.092 0.578
N 2.762 -0.875 1.156
N -3.434 2.975 -2.113
C 3.981 -1.200 -4.268
N -8.020 1.101 -0.828
H -4.253 2.688 -1.601
C 4.674 -2.635 -1.507
H 1.258 -3.527 2.751
H -0.705 -2.512 -0.350
H 5.831 -0.083 -3.264
H 5.616 0.806 1.495
C 1.437 0.765 5.203
C -2.256 3.008 -1.433
C 1.765 -4.754 0.084
H 6.087 -3.545 -2.847
H 3.922 2.490 -1.741
C 7.319 -0.417 1.051
H 3.195 -1.955 -4.240
H 3.066 -6.443 -0.223
H 7.075 -4.153 -4.540
H 7.877 -2.579 -4.366
C 0.401 1.704 5.067
N -5.975 -0.280 -0.963
C 6.958 -2.220 -0.474
C 7.811 -1.512 0.358
H 6.859 -0.575 -5.853
C 2.027 0.276 4.050
C 5.996 -0.037 0.933
C 5.913 -2.456 -5.304
H 4.457 -3.584 -1.004
Cl 8.396 0.486 2.103
N 0.145 -2.303 1.430
C -2.362 3.272 0.062
H 1.743 -0.983 -2.583
C 7.236 -3.182 -5.013
C 1.064 -3.695 -0.484
C 2.535 -5.446 -2.074
O 0.186 2.041 1.461
H 8.849 -1.799 0.469
H 7.768 -3.362 -5.952
C 1.828 -4.421 -2.669
N 2.463 0.913 -1.812
H 7.352 -3.072 -1.020
N 3.596 -0.194 -3.300
H -3.364 2.609 -3.049
C 0.573 1.654 2.620
H -3.169 2.703 0.515
H 2.836 -0.441 4.131
C 5.147 -2.994 -2.926
H 4.728 -4.299 -5.306
C 3.602 1.554 -2.175
H 2.396 1.043 0.797
C 5.625 -1.851 -0.631
H 3.973 -0.739 -5.252
C 1.083 -3.473 -1.901
H 3.988 -2.978 -6.221
H 3.101 -6.132 -2.697
C 1.225 -2.490 2.400
C 2.636 -2.113 1.928
Rb -0.462 0.377 -0.488
C 6.224 -1.337 -6.308
H 3.286 -2.093 2.809
H 0.960 -1.883 3.261
O -1.176 2.899 -1.995
C -4.741 0.053 -0.741
C 2.476 -0.163 -2.580
H 4.408 -3.696 -3.319
H 3.021 -2.903 1.287
O 6.277 -0.917 -3.491
C 2.521 -5.630 -0.684
O 0.436 -2.507 -2.434
H 1.722 -4.894 1.159
H -0.084 2.096 5.956
C 5.156 -0.761 0.092
C -7.030 0.487 -0.873
H 6.750 -1.763 -7.166
H 3.713 -2.122 -1.532
H 1.768 0.436 6.180
H -0.815 2.866 3.732
C 1.619 0.686 2.780
H 4.109 -0.485 0.029
C 0.151 -2.805 0.263
C 5.333 -1.866 -3.966

Results
* energy relative to the best compared isomer or geometry (same formula, charge and spin): 0.768 eV
* 2S+1: 1
* calculated total energy: -80864.0217 eV
* HOMO level: -2.656 eV
* frontier orbital gap: 0.22806 hartree
* total charge: -2

Mulliken population analysis, charges in e, atoms 1 to 5: atom 1 (N): -0.518, atom 2 (H): 0.368, atom 3 (H): 0.381, atom 4 (C): -0.650, atom 5 (N): -1.149


[5]
C21H23N5O3S2 in the gas phase in a non-equilibrium geometry, computed with ωB97M-V with the def2-TZVPD basis set.

Geometry (Å):
C 5.516 2.303 -0.769
C -3.055 -2.730 -1.097
H -5.665 0.829 -0.144
C 6.747 2.936 -0.821
H 4.835 -2.856 1.050
H -3.677 -2.010 -0.553
H -3.252 -3.732 -0.699
H -2.966 0.343 2.183
N -3.637 0.844 0.269
N 4.319 -2.070 0.677
C 0.933 -1.413 -0.034
H -4.079 2.281 3.289
C -1.088 -2.998 0.181
N 2.237 -1.229 0.097
C -2.472 0.655 -0.354
O 4.474 0.139 -0.121
H -5.831 3.286 -0.504
H 4.607 2.788 -1.084
N 2.507 -3.424 0.946
H -4.622 1.332 -1.495
C 0.183 -0.215 -0.497
H -4.722 0.289 1.935
H 8.851 2.836 -0.473
H -0.340 -0.386 -1.445
C -4.959 2.870 0.000
C 6.689 0.353 0.127
H 0.828 -4.574 1.123
C 7.917 2.298 -0.412
C 0.347 -2.645 0.295
H 6.800 3.949 -1.189
C 2.972 -2.232 0.557
H -4.081 3.437 -0.316
H -2.694 -3.369 -3.119
H -4.362 -2.880 -2.785
C 5.513 1.009 -0.290
H 0.873 0.623 -0.593
S -2.275 0.803 -1.982
C 5.060 -0.968 0.377
H -5.177 4.011 1.820
N 6.343 -0.914 0.545
C -3.807 0.847 1.706
H -3.094 -1.656 -2.955
S -1.104 0.222 0.708
H 8.815 0.507 0.384
C 7.913 1.002 0.067
C -3.318 -2.655 -2.589
C -3.939 2.285 2.207
O -1.634 -3.778 0.924
C 1.214 -3.612 0.813
C -4.780 1.411 -0.419
C -5.118 2.965 1.515
H -3.015 2.823 1.985
O -1.685 -2.404 -0.852
H -6.047 2.475 1.815

Results
* SMILES: CCOC(=O)c1cnc(Nc2nc3ccccc3o2)nc1CSC(=S)N1CCCCC1
* energy relative to the best compared isomer or geometry (same formula, charge and spin): 0.000 eV
* 2S+1: 1
* calculated total energy: -57415.3235 eV
* HOMO level: -8.182 eV
* frontier orbital gap: 0.31079 hartree

natural (NBO) population analysis, charges in e, atoms 1 to 5: atom 1 (C): -0.246, atom 2 (C): -0.074, atom 3 (H): 0.194, atom 4 (C): -0.220, atom 5 (H): 0.442


[6]
A molecular structure, C6H10O, computed with ωB97M-V with the def2-TZVPD basis set.

Geometry (Å):
H 0.409 0.261 1.923
C -1.237 1.063 -0.128
H 0.062 -1.468 1.736
H -0.674 -0.152 -1.933
H 0.861 -1.496 -0.497
C 0.005 -0.496 1.240
C -0.483 0.107 -0.892
H -0.672 1.851 0.370
H 2.313 0.384 -1.348
H -2.636 -1.173 -0.435
H -2.142 1.449 -0.598
C -1.446 -0.122 0.877
C 0.699 -0.474 -0.142
H 1.864 1.357 0.067
O -1.702 -1.291 -0.213
H 2.793 -0.132 0.275
C 1.986 0.332 -0.302

Results
* energy relative to the best compared isomer or geometry (same formula, charge and spin): 4.765 eV
* 2S+1: 1
* calculated total energy: -8426.4749 eV
* HOMO level (alpha / beta): -6.816 / -6.817 eV
* frontier orbital gap (alpha / beta): 0.26192 / 0.26201 hartree

natural (NBO) population analysis, charges in e, atoms 1 to 5: atom 1 (H): 0.209, atom 2 (C): -0.565, atom 3 (H): 0.227, atom 4 (H): 0.209, atom 5 (H): 0.227